(1)
Below is a cluster of 13 separate species, C11H48N22O13 in total, with properties calculated with ωB97M-V/def2-TZVPD.

```
94
Properties=species:S:1:pos:R:3:lowdin_charge:R:1
C 3.22 -1.85 -5.27 -0.80
O 3.80 -2.69 -5.86 0.05
N 3.12 -0.58 -5.75 0.15
N 2.86 -1.87 -4.02 0.18
H 2.57 0.05 -5.18 0.05
H 3.21 -0.44 -6.74 0.10
H 3.25 -2.68 -3.57 0.12
H 2.28 -1.14 -3.63 0.09
C 4.09 0.73 -1.70 -0.74
O 3.05 0.27 -1.43 0.03
N 5.09 1.02 -0.84 0.18
N 4.39 1.14 -2.92 0.18
H 5.99 1.32 -1.19 0.10
H 5.09 0.56 0.06 0.09
H 3.68 1.32 -3.61 0.07
H 5.33 1.49 -2.97 0.11
C -2.93 1.65 3.05 -0.93
O -1.92 1.45 3.66 -0.03
N -3.65 2.69 3.26 0.11
N -3.56 0.73 2.43 0.19
H -4.55 2.81 2.81 0.03
H -3.32 3.45 3.84 0.04
H -4.51 0.79 2.07 0.08
H -2.97 -0.08 2.40 0.08
C -1.21 -1.22 -5.33 -0.93
O -1.83 -0.25 -5.53 0.06
N -1.28 -1.97 -4.35 0.20
N -0.31 -1.63 -6.11 0.17
H -0.55 -2.66 -4.30 0.12
H -1.97 -1.92 -3.61 0.05
H 0.33 -2.37 -5.87 0.11
H -0.03 -1.00 -6.85 0.12
C -3.82 -1.40 -1.66 -0.80
O -3.04 -2.02 -2.33 0.02
N -3.54 -0.39 -0.90 0.19
N -5.04 -1.74 -1.53 0.18
H -4.14 -0.07 -0.16 0.08
H -2.57 -0.10 -0.87 0.08
H -5.43 -2.61 -1.88 0.12
H -5.59 -1.17 -0.91 0.10
C -4.46 -2.74 2.29 -0.80
O -5.05 -1.96 1.58 -0.01
N -3.26 -2.62 2.65 0.21
N -5.22 -3.54 3.05 0.15
H -2.81 -3.37 3.16 0.10
H -2.68 -1.91 2.23 0.11
H -4.70 -4.11 3.71 0.10
H -6.17 -3.53 2.71 0.11
C -0.14 -0.02 -0.12 -0.80
O -1.13 -0.60 0.19 0.02
N 0.24 -0.04 -1.38 0.20
N 0.49 0.78 0.67 0.23
H 1.18 0.28 -1.59 0.04
H -0.24 -0.51 -2.14 0.10
H 0.34 0.42 1.60 0.10
H 1.35 1.25 0.42 0.11
C 0.21 -3.26 2.73 -0.83
O -0.52 -4.05 3.29 0.02
N 0.70 -3.42 1.58 0.19
N 0.72 -2.20 3.28 0.18
H 0.66 -4.32 1.11 0.13
H 1.14 -2.66 1.09 0.08
H 0.62 -2.13 4.28 0.11
H 1.31 -1.51 2.83 0.10
C 1.35 0.97 4.93 -0.72
O 1.84 1.38 3.84 -0.04
N 2.08 0.24 5.71 0.16
N 0.16 1.27 5.40 0.19
H 1.70 0.02 6.62 0.11
H 3.00 -0.04 5.41 0.12
H -0.45 1.75 4.75 0.05
H -0.15 0.93 6.30 0.10
C 0.75 4.44 2.83 -0.89
O 1.92 4.34 2.54 0.02
N -0.05 5.44 2.77 0.14
N 0.12 3.37 2.93 0.17
H 0.30 6.21 2.22 0.11
H -0.92 5.41 3.29 0.06
H -0.88 3.49 2.96 0.07
H 0.57 2.50 3.16 0.05
C 0.77 2.14 -3.49 -0.75
O 1.81 1.59 -3.86 -0.01
N -0.36 2.08 -4.14 0.19
N 0.65 2.98 -2.51 0.18
H -1.27 2.46 -3.89 0.12
H -0.40 1.53 -4.98 0.09
H 1.49 3.18 -1.97 0.12
H -0.07 3.68 -2.43 0.11
O 2.95 -2.27 -0.14 -0.05
H 2.45 -2.69 -0.84 0.03
H 3.15 -1.40 -0.47 -0.01
O 3.92 1.19 2.05 -0.06
H 4.18 0.40 2.52 0.02
H 3.21 1.56 2.58 -0.02
```

## Properties
multiplicity: 2
HOMO-LUMO gap (alpha / beta): 1.853 / 8.328 eV
charge: -1

(2)
Below is a structure of composition C11H4Cl5NO4Os, with properties calculated with ωB97M-V/def2-TZVPD.

```
26
Properties=species:S:1:pos:R:3:lowdin_charge:R:1
Os 0.47 0.27 -0.69 1.55
Cl -3.52 -4.24 -2.86 0.98
C -2.29 -3.13 -2.78 -0.55
C -1.67 -2.98 -1.47 -0.60
Cl -1.73 -4.29 -0.39 0.84
C -1.07 -1.82 -1.09 -0.29
Cl 0.17 -2.18 1.34 0.81
C -0.29 -0.90 -3.01 -0.44
O 0.81 -0.48 -2.82 0.11
C -0.85 -1.60 -4.19 -0.56
Cl -0.18 -1.16 -5.65 0.97
C -1.87 -2.51 -4.04 -0.65
Cl -2.60 -3.08 -5.46 0.84
O -1.21 -0.72 -2.00 -0.01
C -0.16 -1.34 -0.08 -0.76
O 2.20 0.69 0.30 -0.06
C 1.58 1.34 1.22 -0.45
C 2.00 2.08 2.44 -0.03
C 0.63 2.56 2.98 -0.03
C -0.45 1.99 2.05 -0.40
O -1.63 2.01 2.13 0.18
N 0.28 1.31 1.00 -0.02
H 2.69 2.88 2.19 0.15
H 2.52 1.40 3.11 0.15
H 0.53 3.64 2.97 0.14
H 0.43 2.23 3.99 0.14
```

## Properties
HOMO-LUMO gap (alpha / beta): 5.013 / 5.019 eV
charge: +2

(3)
Below is a structure of composition C11H4F6MnNO8, with properties calculated with ωB97M-V/def2-TZVPD.

```
31
Properties=species:S:1:pos:R:3:lowdin_charge:R:1
Mn 0.01 -0.68 -0.07 1.00
O 0.89 3.15 -1.32 0.24
C 0.41 2.02 -0.91 -0.38
O 1.00 0.94 -0.98 0.09
C -0.97 2.03 -0.36 -0.11
C -1.86 3.07 -0.20 0.08
C -3.12 2.77 0.33 0.03
C -3.44 1.47 0.69 0.08
C -2.48 0.49 0.49 -0.10
N -1.30 0.79 -0.02 0.09
C -2.56 -0.98 0.80 -0.40
O -3.50 -1.56 1.22 0.24
O -1.39 -1.60 0.42 -0.03
H 1.80 3.04 -1.66 0.18
H -1.59 4.08 -0.49 0.14
H -3.84 3.57 0.48 0.14
H -4.40 1.20 1.11 0.15
F 3.32 -0.43 0.56 0.16
C 3.10 -0.34 1.88 -0.56
F 3.96 -1.11 2.52 0.21
F 3.29 0.93 2.25 0.18
C 1.64 -0.76 2.20 -0.40
O 1.30 -1.52 3.04 0.24
O 0.79 -0.08 1.38 -0.07
F 2.83 -3.10 -2.44 0.20
C 1.54 -3.39 -2.30 -0.56
F 1.41 -4.59 -1.74 0.21
F 0.95 -3.39 -3.48 0.20
C 0.91 -2.32 -1.39 -0.40
O 0.16 -1.42 -1.85 0.06
O 1.15 -2.28 -0.16 0.08
```

## Properties
multiplicity: 2
ΔE to the lowest compared entry with this formula, charge and spin: 7.0 kcal per mole
HOMO-LUMO gap (alpha / beta): 7.242 / 8.155 eV
charge: +1

(4)
Below is a cluster of 19 separate species, C11H60NO18 in total, with properties calculated with ωB97M-V/def2-TZVPD.

```
90
Properties=species:S:1:pos:R:3:lowdin_charge:R:1
C -4.33 -0.43 0.07 -0.09
C -3.57 0.66 -0.73 -0.26
C -2.24 0.99 -0.28 -0.19
C -1.19 -0.25 -0.44 -0.05
N -0.21 -0.28 0.66 -0.19
C 0.69 -1.48 0.62 -0.11
C 0.00 -2.68 1.25 -0.15
C -0.95 -2.03 2.20 -0.11
C -0.77 -0.53 1.92 -0.12
C 0.66 0.97 0.54 -0.09
C 1.76 1.27 1.58 -0.22
C 2.19 2.78 1.71 -0.11
H -5.50 -0.53 -0.25 0.14
H -4.59 -0.29 1.13 0.07
H -4.10 -1.39 0.23 0.00
H -4.23 1.70 -0.63 0.18
H -3.65 0.38 -1.65 0.03
H -2.30 1.32 0.72 0.10
H -1.81 1.84 -0.92 0.13
H -0.81 0.07 -1.42 0.12
H -1.86 -1.26 -0.56 0.19
H 1.57 -1.29 1.09 0.08
H 1.14 -1.74 -0.42 0.15
H 0.88 -3.25 1.65 0.11
H -0.52 -3.30 0.48 0.12
H -0.82 -2.57 3.14 0.11
H -2.12 -2.33 2.01 0.17
H 0.07 -0.04 2.72 0.21
H -1.46 -0.08 1.98 -0.04
H -0.06 1.83 0.66 0.15
H 1.03 1.28 -0.37 0.11
H 2.73 0.97 1.03 0.13
H 1.69 1.03 2.70 0.13
H 2.29 3.06 0.64 0.06
H 3.22 3.04 1.96 0.08
H 1.49 3.47 2.34 0.11
O -5.61 4.29 -0.66 -0.04
H -4.95 4.16 -1.32 -0.05
H -5.23 4.73 0.07 0.01
O -3.01 0.60 4.33 -0.05
H -2.89 0.24 5.19 0.01
H -2.63 1.49 4.19 0.06
O 0.94 0.90 -3.59 -0.04
H 1.28 0.00 -3.63 0.01
H 1.64 1.26 -4.08 0.05
O -4.09 3.99 -2.84 -0.09
H -4.20 4.59 -3.62 0.10
H -3.13 3.61 -2.93 0.12
O 3.60 3.79 -1.72 -0.01
H 3.73 4.53 -1.22 -0.02
H 2.75 3.56 -2.08 -0.01
O 1.74 -1.92 4.65 -0.09
H 1.60 -2.93 4.79 0.12
H 1.84 -1.48 5.52 0.07
O -5.35 1.45 -3.62 -0.06
H -4.85 2.19 -3.35 -0.05
H -6.24 1.69 -3.95 0.06
O 0.55 3.39 -2.44 -0.06
H 0.59 2.51 -2.68 -0.07
H 0.55 3.90 -3.32 0.11
O 2.84 -4.30 -1.45 -0.02
H 2.50 -3.47 -1.54 -0.08
H 2.90 -4.36 -0.46 0.02
O 1.16 -1.67 -3.09 0.06
H 0.47 -2.13 -3.08 -0.10
H 1.79 -2.26 -3.53 0.12
O 5.96 -0.25 1.24 -0.06
H 5.08 -0.52 0.83 0.03
H 5.62 0.25 1.95 -0.02
O 3.68 -1.26 -0.77 0.01
H 4.42 -1.33 -1.37 0.07
H 3.01 -1.00 -1.30 -0.05
O 0.92 6.47 1.57 -0.02
H 0.71 7.37 1.28 0.05
H 1.30 6.46 2.38 -0.04
O 0.45 -6.43 1.45 0.00
H 1.17 -5.87 1.47 -0.08
H -0.37 -5.98 1.51 0.02
O -0.99 -0.61 -5.12 -0.01
H -0.40 -0.31 -4.36 0.02
H -1.65 -0.06 -5.22 -0.05
O -1.24 -3.41 -2.13 -0.01
H -1.29 -3.14 -3.12 0.11
H -1.77 -4.08 -2.00 -0.04
O 4.14 -1.20 3.44 -0.06
H 4.60 -2.02 3.42 0.02
H 3.22 -1.31 3.73 -0.02
O 2.77 -4.87 1.51 -0.07
H 3.13 -5.75 1.36 0.08
H 3.03 -4.43 2.38 0.10
```

## Properties
ΔE to the lowest compared entry with this formula, charge and spin: 92.3 kcal per mole
HOMO-LUMO gap: 10.180 eV
charge: +1

Number 1: energy -2630.9379 Ha, strongest force on any atom 9.3 eV/Å. Number 2: energy -3168.1329 Ha, strongest force on any atom 0.4 eV/Å. Number 3: energy -2828.2525 Ha, strongest force on any atom 0.7 eV/Å. Number 4: energy -1863.5753 Ha, strongest force on any atom 19.2 eV/Å.